Formula: C50H92BrClFIN2O17
Source: the Open Molecules 2025 dataset
Level of theory: ωB97M-V/def2-TZVPD

```
! RIJCOSX wB97M-V def2-TZVPD def2/J DEFGRID3
* xyz 0 1
I 4.90 -1.24 0.00
Br 0.80 -4.32 3.48
Cl -1.32 3.81 -4.37
F 3.12 -5.61 -2.66
O 2.83 -7.59 0.19
O -1.33 8.42 1.61
O 2.85 -3.56 1.82
O 3.50 -0.80 2.46
O -0.60 0.18 1.37
O 6.16 -11.21 -5.93
O 5.66 -8.65 -4.57
O -1.07 -1.46 3.60
O 2.98 9.15 4.27
O -6.37 1.21 -0.67
O -9.12 4.32 1.38
O 0.86 -0.93 -0.72
O -5.89 -0.29 -2.26
O 0.80 7.27 4.90
O -8.52 2.22 3.35
O -0.76 6.19 -0.22
O 5.67 -6.82 0.11
N 4.39 1.90 -2.36
N -0.93 0.82 0.16
C 0.26 1.32 -0.51
C 0.64 2.99 2.71
C 3.50 -6.85 1.20
C 3.37 -0.48 1.31
C -3.20 -0.37 4.00
C 4.62 -6.01 0.63
C -1.87 -0.01 -0.60
C 3.41 0.15 -3.70
C 5.63 -6.92 -1.30
C -1.69 9.23 0.50
C -8.28 2.12 1.95
C 2.49 0.60 -1.55
C -0.14 1.58 -1.99
C 3.90 8.09 4.36
C 2.46 -0.15 -2.73
C 1.07 7.43 6.28
C 0.58 2.69 -2.77
C 0.79 -2.44 1.27
C -2.00 7.17 1.63
C 4.34 1.15 -3.47
C -5.65 0.35 -1.08
C 0.58 2.90 1.53
C -3.21 0.70 -0.93
C 6.80 -10.78 -4.73
C 0.64 8.50 4.20
C 3.22 -8.95 0.14
C 1.88 8.86 3.42
C 4.38 -8.59 -5.18
C -1.09 6.06 1.16
C 1.70 -3.36 2.01
C 0.54 6.73 -0.42
C -7.98 3.47 1.34
C 1.61 -4.51 -1.17
C -0.29 3.95 -2.89
C 0.59 2.73 0.08
C -4.40 -0.07 -0.36
C 0.71 -3.25 -1.10
C 1.27 -2.16 -0.18
C 5.91 -9.88 -3.91
C -9.07 5.28 2.42
C 6.59 -10.50 -7.08
C -1.48 0.51 2.43
C -6.53 -1.55 -2.07
C -2.12 -0.73 2.99
C 2.18 -4.61 -2.57
C 1.47 0.32 -0.41
C 2.19 0.42 0.94
C 3.46 1.59 -1.45
C -9.90 2.17 3.68
C -6.27 -2.43 -3.28
H -1.43 -2.12 4.20
H -0.32 -3.48 -0.87
H 1.74 -0.92 -2.92
H 0.17 7.77 6.81
H -1.00 4.00 -2.08
H 1.48 0.26 1.73
H -10.05 5.75 2.49
H 4.63 -7.18 -1.66
H 7.61 -10.79 -7.36
H -10.29 1.16 3.56
H 1.56 2.99 -2.42
H 0.71 -2.80 -2.09
H 5.95 -5.98 -1.76
H 2.35 -2.34 -0.19
H -2.12 -0.86 0.03
H 2.77 -6.18 1.66
H -1.61 5.10 1.27
H -3.28 0.77 -2.01
H 3.48 2.20 -0.55
H 0.60 3.03 3.77
H 2.61 -3.65 -2.85
H -0.19 8.37 3.50
H 6.33 -7.70 -1.60
H 3.60 -8.49 -4.42
H -3.70 -1.30 4.29
H 5.91 -10.75 -7.89
H -1.19 1.85 -2.03
H 1.30 5.98 -0.16
H 0.38 9.30 4.90
H 3.89 -7.52 1.98
H 4.31 -9.06 0.13
H 0.64 -1.56 1.88
H 3.41 7.14 4.58
H 1.56 3.08 -0.26
H -7.61 -1.43 -1.96
H 5.09 1.35 -4.22
H 4.59 8.32 5.18
H 4.24 -5.34 -0.14
H -8.33 6.06 2.18
H -0.18 6.02 1.77
H 4.97 -10.39 -3.68
H -2.79 0.14 4.86
H -2.91 7.20 1.03
H 0.70 7.63 0.17
H -0.93 0.95 3.25
H 6.41 -9.65 -2.97
H 1.37 6.47 6.68
H -1.45 -0.48 -1.48
H -4.25 -1.14 -0.54
H 7.74 -10.27 -4.96
H 4.36 -7.72 -5.83
H 7.03 -11.67 -4.15
H 0.73 2.33 -3.78
H -9.13 1.65 1.44
H 5.05 -5.40 1.43
H 3.43 -0.39 -4.64
H 0.64 6.98 -1.48
H -8.82 4.83 3.38
H 6.56 -9.42 -6.92
H -9.99 2.46 4.73
H -6.18 -2.05 -1.17
H -3.15 1.70 -0.52
H 2.81 -9.50 1.00
H 4.48 7.99 3.44
H 2.81 -9.37 -0.77
H -0.19 3.40 -0.29
H -0.99 10.06 0.45
H 4.19 -9.48 -5.78
H 1.88 8.15 6.45
H 2.40 -4.51 -0.43
H -1.64 8.67 -0.44
H -0.18 -2.92 1.23
H -2.61 -1.32 2.20
H -6.88 -2.12 -4.12
H 2.53 1.43 1.11
H 1.67 9.77 2.83
H -10.49 2.86 3.07
H 1.37 -4.82 -3.26
H -7.41 1.48 1.82
H 0.31 4.84 -2.97
H -6.48 -3.47 -3.05
H -7.72 3.33 0.29
H -7.13 3.94 1.84
H -5.23 -2.35 -3.57
H 0.98 -5.38 -1.01
H -2.70 9.63 0.62
H -2.23 1.21 2.06
H -4.50 0.13 0.70
H -3.96 0.22 3.50
H -2.29 6.97 2.66
H 2.13 8.06 2.72
H -0.08 0.63 -2.51
*
```

Structure (SMILES) ... C#CC[C@](CCCCl)(N(CCCC(=O)OCC)OC[C@H](C)O)[C@@](CC(=O)I)(O[C@H](CCCF)CC(=O)Br)c1cccnc1.COCCOC.COCCOC.COCCOC.COCCOC.COCCOC
Energy ... -6780.3303 Ha
HOMO level ... -0.32534 Ha
Kohn-Sham gap ... 9.0 eV

These are the Mulliken partial charges, in e, on atoms 1 to 8:
1. I -0.0207
2. Br -0.2427
3. Cl -0.2331
4. F -0.2462
5. O -0.2905
6. O -0.3552
7. O -0.3046
8. O -0.5306

Formula: C4H12
Source: the Open Molecules 2025 dataset
Level of theory: ωB97M-V/def2-TZVPD

```
! RIJCOSX wB97M-V def2-TZVPD def2/J DEFGRID3
* xyz 0 1
C -0.65 -1.67 0.85
C -0.78 -2.08 -0.65
C 1.04 2.11 -0.80
C 0.46 1.56 0.49
H -1.23 -0.73 1.02
H -0.15 -2.98 -0.69
H 0.55 3.21 -0.81
H 0.74 2.31 1.25
H -0.58 -1.29 -1.32
H 2.16 2.31 -0.67
H 0.76 1.51 -1.71
H -1.74 -2.38 -0.78
H 0.76 0.55 0.82
H 0.33 -1.47 1.19
H -0.56 1.52 0.43
H -1.11 -2.49 1.41
*
```

Structure (SMILES) ... CC.CC
Energy ... -159.5525 Ha
HOMO level ... -0.42044 Ha
Energy relative to the best compared isomer or geometry (same formula, charge and spin) ... 0.882 eV
Kohn-Sham gap ... 12.6 eV

These are the natural (NBO) partial charges, in e, on atoms 1 to 8:
1. C -0.5942
2. C -0.5968
3. C -0.6037
4. C -0.6045
5. H 0.1950
6. H 0.2012
7. H 0.1985
8. H 0.1993